The following is a DFT calculation (ωB97M-V with the def2-TZVPD basis set) of a gas-phase ion, C21H22F4NO (charge +1).

## Properties
HOMO energy = -11.97 eV
gap between HOMO and LUMO = 0.2397 hartree
LUMO = -5.450 eV
total charge = +1
SMILES = CC(C)(C=[N+]1CCOCC1)C(c1cc(F)cc(F)c1)c1cc(F)cc(F)c1

Structure (XYZ):
```
49
Properties=species:S:1:pos:R:3:forces:R:3
C -2.309 0.903 -0.851 -0.978 0.473 -0.669
C -0.915 0.359 -0.971 -1.633 -0.759 -0.353
C -0.860 -0.657 -2.154 -0.392 -0.639 -0.221
C 0.031 1.550 -1.087 2.397 -0.644 1.235
N 1.347 1.554 -1.365 -3.313 1.054 -1.268
C 2.142 2.777 -1.098 1.101 0.441 -0.281
C 3.647 2.392 -1.044 0.554 -0.608 -0.146
O 4.077 1.706 -2.259 -1.303 0.022 1.318
C 3.279 0.531 -2.466 0.739 0.289 -0.170
C 1.808 0.872 -2.607 0.692 -0.896 -0.131
C -0.651 -0.510 0.386 3.458 0.142 0.124
C -1.192 -1.944 0.556 0.145 -1.627 0.086
C -2.136 -2.393 1.520 -0.711 -0.589 -1.130
C -2.811 -3.635 1.325 -0.083 0.257 0.343
F -3.952 -3.885 2.069 1.747 0.330 -0.635
C -2.433 -4.585 0.379 -0.193 0.417 -0.163
C -1.321 -4.230 -0.392 -0.051 0.011 -0.115
F -0.959 -5.085 -1.417 0.029 1.001 1.454
C -0.629 -3.011 -0.228 -1.320 -0.264 -0.257
C -0.459 0.262 1.712 0.382 0.648 0.570
C 0.813 0.783 2.097 0.368 -0.384 -0.897
C 0.957 1.506 3.267 0.693 1.126 0.337
F 2.124 2.209 3.513 -0.925 -1.200 -0.454
C -0.050 1.684 4.195 -0.385 0.071 0.102
C -1.258 1.133 3.837 -1.608 -0.127 0.499
F -2.338 1.255 4.694 1.379 -0.053 -0.955
C -1.500 0.488 2.628 -0.682 -0.684 -0.887
H -3.005 0.124 -0.528 0.168 0.039 -0.103
H -2.389 1.730 -0.148 0.067 0.037 0.126
H -2.630 1.251 -1.831 -0.379 0.209 -0.043
H -1.710 -1.374 -2.086 0.290 0.845 0.075
H -0.932 -0.157 -3.142 0.111 -0.234 0.593
H -0.004 -1.365 -2.124 -0.269 0.820 -0.072
H -0.333 2.522 -0.738 -0.001 -0.375 0.469
H 2.050 3.507 -1.926 -0.368 -0.444 0.290
H 1.845 3.237 -0.148 -0.062 -0.229 -0.255
H 4.299 3.292 -1.011 -0.699 -0.521 0.224
H 3.830 1.754 -0.128 -0.026 0.510 -0.954
H 3.647 0.117 -3.414 -0.162 -0.135 0.391
H 3.419 -0.190 -1.632 0.036 0.261 -0.415
H 1.224 -0.039 -2.771 0.296 0.442 0.058
H 1.662 1.558 -3.474 -0.024 -0.234 0.790
H 0.343 -0.625 -0.086 0.645 -1.022 1.730
H -2.367 -1.868 2.427 -0.454 0.453 -0.178
H -3.005 -5.518 0.220 0.470 0.731 0.100
H 0.323 -2.963 -0.724 0.019 0.495 -0.455
H 1.744 0.618 1.516 -0.827 0.112 0.186
H 0.056 2.262 5.115 0.120 -0.245 -0.356
H -2.519 0.100 2.389 0.942 0.679 0.463
```
Forces are in eV/Å.

The following is a DFT calculation (ωB97M-V with the def2-TZVPD basis set) of a molecular structure, C16H21BF4GeHfNSSbSe4.

## Properties
HOMO energy = -0.89 eV
gap between HOMO and LUMO = 0.1631 hartree
LUMO = 3.545 eV
total charge = -2

Structure (XYZ):
```
51
Properties=species:S:1:pos:R:3:forces:R:3
Hf 2.630 -0.250 0.218 -1.339 -1.546 -0.369
Se 3.627 0.426 5.320 0.027 0.081 0.047
Sb 3.802 -0.410 3.033 0.450 0.635 0.955
Se 4.298 1.399 1.159 0.712 0.431 0.912
Se 2.797 -2.706 0.285 0.154 0.089 -0.107
Se 5.694 -1.925 2.981 -0.245 -0.116 -0.101
C 1.707 2.839 3.536 0.000 0.308 -0.019
Ge 0.781 1.193 3.082 0.131 -0.206 0.066
C -0.639 1.757 1.829 -0.204 0.033 -0.131
C -0.188 0.600 4.675 -0.157 -0.076 0.150
C 1.758 -0.298 2.278 0.393 0.067 0.112
H 0.976 3.656 3.583 0.055 -0.068 -0.023
H 2.469 3.070 2.793 -0.004 0.039 0.027
H 2.190 2.706 4.501 0.027 0.066 -0.028
H -1.200 2.587 2.274 0.032 -0.069 -0.026
H -1.339 0.939 1.624 0.022 0.064 -0.023
H -0.215 2.087 0.879 -0.038 0.012 0.010
H -0.840 1.396 5.053 0.048 -0.063 -0.015
H 0.553 0.340 5.432 -0.054 -0.006 0.013
H -0.800 -0.280 4.452 0.014 0.030 0.028
H 1.286 -1.238 2.555 -0.138 -0.091 -0.024
N 0.450 -0.268 -0.443 -0.095 0.125 -0.382
S -0.158 -0.142 -1.902 0.096 0.430 0.142
C -1.717 0.721 -1.727 -0.098 0.026 0.049
C -2.819 0.145 -1.110 -0.059 0.026 0.004
C -3.948 0.914 -0.878 0.023 0.004 -0.007
C -3.971 2.251 -1.259 0.032 -0.019 -0.003
C -2.866 2.823 -1.871 0.048 -0.062 -0.008
C -1.729 2.056 -2.106 -0.084 0.011 0.035
C -0.748 -1.743 -2.398 -0.041 -0.140 -0.100
C -0.173 -2.832 -1.766 0.029 -0.078 -0.012
C -0.558 -4.105 -2.182 0.027 0.022 0.015
C -1.482 -4.268 -3.203 0.024 0.066 0.018
C -2.032 -3.154 -3.838 0.037 -0.059 0.045
C -1.662 -1.882 -3.442 0.058 0.005 0.094
H -0.125 -0.834 0.175 0.040 0.072 0.077
H -2.791 -0.897 -0.810 0.009 0.028 -0.003
H -4.806 0.473 -0.386 0.011 0.011 -0.011
H -4.853 2.851 -1.066 0.017 -0.008 -0.003
H -2.879 3.868 -2.153 0.004 -0.026 0.002
H -0.846 2.492 -2.560 -0.027 -0.017 0.017
H 0.606 -2.691 -0.999 -0.142 -0.132 -0.146
H -0.106 -4.966 -1.704 -0.008 0.018 -0.004
H -1.771 -5.263 -3.520 0.005 0.005 0.011
H -2.747 -3.281 -4.642 0.003 -0.008 0.001
H -2.084 -1.011 -3.929 0.015 0.001 0.023
F 4.267 -0.292 -1.481 0.112 0.104 -0.490
B 3.327 0.164 -2.425 0.072 -0.194 -0.652
F 2.543 1.152 -1.664 0.032 -0.235 -0.170
F 2.441 -0.888 -2.705 0.144 0.395 -0.226
F 3.891 0.717 -3.546 -0.171 0.010 0.232
```
Forces are in eV/Å.

The following is a DFT calculation (ωB97M-V with the def2-TZVPD basis set) of 6 unconnected molecules or ions with the total composition C3H19N2O5S.

## Properties
HOMO energy = -3.41 eV
gap between HOMO and LUMO = 0.2415 hartree
LUMO = 3.160 eV
total charge = -1

Structure (XYZ):
```
30
Properties=species:S:1:pos:R:3:forces:R:3
C -1.192 0.841 -0.339 0.250 -0.069 -3.295
C -2.187 -0.310 -0.590 -0.082 2.431 -2.266
S -1.562 -1.203 -2.035 -0.407 -0.093 -0.809
N -1.444 1.704 0.745 -1.548 0.463 2.533
C -1.169 0.898 1.950 -0.455 2.438 1.484
N 0.121 1.287 2.466 1.655 -0.249 0.269
H -1.108 1.437 -1.269 -0.110 -0.275 0.307
H -0.170 0.354 -0.297 -0.966 0.673 0.452
H -1.937 -0.950 0.208 -1.590 -1.001 1.332
H -3.237 0.200 -0.873 1.946 -1.637 1.470
H -2.404 2.140 0.824 1.396 -1.078 -0.711
H -1.889 1.139 2.819 0.533 -0.616 -1.539
H -1.131 -0.142 1.714 -0.420 -0.642 0.210
H 0.233 2.279 2.265 -0.164 -0.065 0.299
H 0.909 0.913 1.913 -0.815 0.000 0.361
H 0.888 1.060 -3.109 -0.754 0.425 -0.915
H 1.175 -0.209 -2.360 -0.144 -0.357 -0.074
O 1.255 0.735 -2.308 0.644 1.381 1.077
H 2.383 2.578 -0.195 0.206 -1.261 2.449
H 1.761 1.239 -0.105 1.888 1.967 2.783
O 2.311 1.902 0.588 -1.951 -0.687 -5.673
H -0.099 -0.826 3.581 0.541 3.856 -0.135
H 0.233 -2.015 2.594 0.118 0.676 -0.163
O -0.121 -1.716 3.430 -0.537 -4.565 0.366
H 0.632 -2.189 -1.537 -1.290 -1.506 0.045
H -0.328 -3.248 -2.077 -0.005 0.478 0.287
O 0.582 -3.164 -1.751 1.169 0.549 0.140
H 1.899 -1.906 -2.473 0.985 -0.176 -0.395
H 2.908 -1.496 -1.417 0.021 0.212 -0.895
O 2.690 -1.329 -2.360 -0.114 -1.269 1.009
```
Forces are in eV/Å.

The following is a DFT calculation (ωB97M-V with the def2-TZVPD basis set) of C6H11NO in the gas phase.

## Properties
HOMO energy = -9.86 eV
gap between HOMO and LUMO = 0.3905 hartree
LUMO = 0.763 eV
SMILES = CC1(C)CC=N[C@@H]1O

Structure (XYZ):
```
19
Properties=species:S:1:pos:R:3:forces:R:3
C -1.456 0.484 -0.089 -1.002 -2.735 0.543
C 0.042 0.092 -0.070 -0.517 -0.803 -1.932
C 0.736 1.047 -1.075 0.084 -1.816 3.923
C 0.174 -1.494 -0.334 1.720 2.206 0.267
C 0.053 -1.962 1.105 -0.808 -0.874 -2.312
N 0.270 -1.119 1.978 0.136 1.495 1.569
C 0.682 0.105 1.305 0.521 0.964 2.209
O 0.423 1.254 2.148 -3.048 -0.735 -2.190
H -1.564 1.544 -0.279 -0.435 0.022 -0.042
H -1.867 0.188 0.921 -0.119 0.542 -0.982
H -2.060 -0.211 -0.852 1.348 1.915 1.435
H 0.382 1.986 -0.866 -1.163 2.410 -0.083
H 0.699 0.770 -2.037 -0.473 -0.904 -3.546
H 1.722 1.120 -0.756 2.281 -0.084 0.140
H 1.161 -1.589 -0.847 -0.265 -0.455 0.873
H -0.498 -1.913 -1.033 -1.167 -0.338 -0.531
H -0.443 -2.856 1.374 0.044 -1.395 0.157
H 1.754 0.059 1.350 0.808 0.060 -0.866
H -0.561 1.355 1.889 2.057 0.525 1.365
```
Forces are in eV/Å.

What did the second record say?
The following is a DFT calculation (ωB97M-V with the def2-TZVPD basis set) of a molecular structure, C16H21BF4GeHfNSSbSe4.

## Properties
HOMO energy = -0.89 eV
gap between HOMO and LUMO = 0.1631 hartree
LUMO = 3.545 eV
total charge = -2

Structure (XYZ):
```
51
Properties=species:S:1:pos:R:3:forces:R:3
Hf 2.630 -0.250 0.218 -1.339 -1.546 -0.369
Se 3.627 0.426 5.320 0.027 0.081 0.047
Sb 3.802 -0.410 3.033 0.450 0.635 0.955
Se 4.298 1.399 1.159 0.712 0.431 0.912
Se 2.797 -2.706 0.285 0.154 0.089 -0.107
Se 5.694 -1.925 2.981 -0.245 -0.116 -0.101
C 1.707 2.839 3.536 0.000 0.308 -0.019
Ge 0.781 1.193 3.082 0.131 -0.206 0.066
C -0.639 1.757 1.829 -0.204 0.033 -0.131
C -0.188 0.600 4.675 -0.157 -0.076 0.150
C 1.758 -0.298 2.278 0.393 0.067 0.112
H 0.976 3.656 3.583 0.055 -0.068 -0.023
H 2.469 3.070 2.793 -0.004 0.039 0.027
H 2.190 2.706 4.501 0.027 0.066 -0.028
H -1.200 2.587 2.274 0.032 -0.069 -0.026
H -1.339 0.939 1.624 0.022 0.064 -0.023
H -0.215 2.087 0.879 -0.038 0.012 0.010
H -0.840 1.396 5.053 0.048 -0.063 -0.015
H 0.553 0.340 5.432 -0.054 -0.006 0.013
H -0.800 -0.280 4.452 0.014 0.030 0.028
H 1.286 -1.238 2.555 -0.138 -0.091 -0.024
N 0.450 -0.268 -0.443 -0.095 0.125 -0.382
S -0.158 -0.142 -1.902 0.096 0.430 0.142
C -1.717 0.721 -1.727 -0.098 0.026 0.049
C -2.819 0.145 -1.110 -0.059 0.026 0.004
C -3.948 0.914 -0.878 0.023 0.004 -0.007
C -3.971 2.251 -1.259 0.032 -0.019 -0.003
C -2.866 2.823 -1.871 0.048 -0.062 -0.008
C -1.729 2.056 -2.106 -0.084 0.011 0.035
C -0.748 -1.743 -2.398 -0.041 -0.140 -0.100
C -0.173 -2.832 -1.766 0.029 -0.078 -0.012
C -0.558 -4.105 -2.182 0.027 0.022 0.015
C -1.482 -4.268 -3.203 0.024 0.066 0.018
C -2.032 -3.154 -3.838 0.037 -0.059 0.045
C -1.662 -1.882 -3.442 0.058 0.005 0.094
H -0.125 -0.834 0.175 0.040 0.072 0.077
H -2.791 -0.897 -0.810 0.009 0.028 -0.003
H -4.806 0.473 -0.386 0.011 0.011 -0.011
H -4.853 2.851 -1.066 0.017 -0.008 -0.003
H -2.879 3.868 -2.153 0.004 -0.026 0.002
H -0.846 2.492 -2.560 -0.027 -0.017 0.017
H 0.606 -2.691 -0.999 -0.142 -0.132 -0.146
H -0.106 -4.966 -1.704 -0.008 0.018 -0.004
H -1.771 -5.263 -3.520 0.005 0.005 0.011
H -2.747 -3.281 -4.642 0.003 -0.008 0.001
H -2.084 -1.011 -3.929 0.015 0.001 0.023
F 4.267 -0.292 -1.481 0.112 0.104 -0.490
B 3.327 0.164 -2.425 0.072 -0.194 -0.652
F 2.543 1.152 -1.664 0.032 -0.235 -0.170
F 2.441 -0.888 -2.705 0.144 0.395 -0.226
F 3.891 0.717 -3.546 -0.171 0.010 0.232
```
Forces are in eV/Å.